Density functional theory data (ωB97M-V with the def2-TZVPD basis set) for C4H5NOS2 in the gas phase in a non-equilibrium geometry.

Last column: Löwdin charge in e.
Geometry (Å):
1 C -0.46281 -0.83422 -0.58732  -0.122
2 H 2.88915 0.49781 1.42468  0.111
3 S 0.70899 1.56686 0.47377  0.925
4 C 0.84640 -1.20546 -0.63233  -0.117
5 C 1.82062 0.20913 1.14425  -0.409
6 H 1.31064 -2.40398 -0.68621  0.190
7 C -0.60642 0.58615 -0.28741  -0.676
8 H 1.50592 -0.25139 2.10410  0.093
9 H -1.46663 -1.58540 -0.75546  0.173
10 O 2.00150 -0.45743 -0.13000  -0.260
11 H -3.75670 1.76268 -0.67257  -0.182
12 S -3.06977 0.75904 -1.00219  0.759
13 N -1.72089 1.35622 -0.39332  -0.485

Calculated values
* lowest unoccupied orbital energy: -0.1 eV
* net charge: 0
* 2S+1: 1
* energy relative to the best compared isomer or geometry (same formula, charge and spin): 104.8 kcal/mol
* F_max: 6.1 eV/A
* calculated total energy: -1081.6263 hartree
* SMILES: S/N=C1\C=COCS1
* E_HOMO: -0.2874 Eh